The following is a quantum chemistry calculation of an isolated ion of composition C4H17N8P and charge +2 in a non-equilibrium geometry, from the OMol25 dataset.

## Properties
**Maximum force**: 0.10382 hartree/bohr
**Total charge**: +2
**LUMO level (spin up / spin down)**: -7.033 / -7.033 eV
**Total energy**: -25617.90507 eV
**Structure (SMILES)**: CN(C)[P@@](=N)(NC(N)=[NH2+])[NH+]=C(N)N
**ΔE to the lowest compared entry with this formula, charge and spin**: 1.039 eV

Last column: natural (NBO) charge in e.
Element x y z (Å)
1 C 0.09 2.19 -0.91  -0.45
2 N -0.90 1.38 -0.34  -0.56
3 C -1.64 2.12 0.68  -0.47
4 P 0.14 -0.15 0.79  1.97
5 N 0.91 -0.15 2.12  -1.29
6 N -1.10 -1.50 0.59  -0.90
7 C -2.19 -1.75 -0.14  0.68
8 N -2.94 -2.80 0.20  -0.75
9 N -2.50 -0.91 -1.11  -0.75
10 N 1.39 -0.64 -0.42  -0.88
11 C 2.74 -0.39 -0.32  0.69
12 N 3.44 -0.19 -1.43  -0.75
13 N 3.43 -0.38 0.80  -0.73
14 H 0.66 1.59 -1.75  0.19
15 H -0.53 3.15 -1.20  0.26
16 H 0.90 2.51 -0.32  0.20
17 H -2.41 1.52 1.14  0.22
18 H -0.90 2.40 1.42  0.20
19 H -1.99 3.13 0.26  0.25
20 H 0.45 -0.23 3.08  0.46
21 H -0.92 -2.27 1.33  0.44
22 H -2.58 -3.55 0.75  0.43
23 H -3.82 -3.00 -0.28  0.44
24 H -3.52 -0.93 -1.42  0.44
25 H -2.02 -0.05 -1.20  0.45
26 H 1.00 -0.77 -1.27  0.42
27 H 4.42 0.14 -1.37  0.44
28 H 2.91 0.16 -2.30  0.43
29 H 4.38 -0.16 0.83  0.42
30 H 3.08 -0.47 1.78  0.47



The following is a quantum chemistry calculation of a 2-piece molecular cluster, C4H11NS overall in a non-equilibrium geometry, from the OMol25 dataset.

## Properties
**Maximum force**: 0.02808 hartree/bohr
**Total charge**: 0
**LUMO level**: 0.981 eV
**Total energy**: -16650.47427 eV
**Structure (SMILES)**: C=NC.CSC
**ΔE to the lowest compared entry with this formula, charge and spin**: 1.319 eV

Last column: natural (NBO) charge in e.
Element x y z (Å)
1 C -3.44 0.12 0.61  -0.06
2 N -2.97 1.07 -0.06  -0.38
3 C -3.84 1.69 -1.06  -0.44
4 H -2.87 -0.35 1.41  0.17
5 H -4.43 -0.33 0.46  0.13
6 H -4.88 1.35 -1.00  0.17
7 H -3.49 1.42 -2.05  0.21
8 H -3.81 2.75 -0.88  0.21
9 C 3.21 0.48 0.62  -0.76
10 S 4.47 -0.76 0.39  0.19
11 C 3.49 -2.20 -0.06  -0.74
12 H 2.42 0.09 1.28  0.21
13 H 2.66 0.79 -0.27  0.21
14 H 3.59 1.34 1.16  0.23
15 H 2.78 -1.90 -0.82  0.21
16 H 4.17 -2.92 -0.49  0.23
17 H 2.96 -2.65 0.77  0.21



The following is a quantum chemistry calculation of C12H31BaCu2O9P2 as an isolated structure in a non-equilibrium geometry, from the OMol25 dataset.

## Properties
**Maximum force**: 0.05833 hartree/bohr
**Total charge**: +3
**LUMO level**: -12.794 eV
**Total energy**: -139902.11103 eV
**ΔE to the lowest compared entry with this formula, charge and spin**: 0.000 eV

Last column: Löwdin charge in e.
Element x y z (Å)
1 Cu -1.91 -2.88 -4.76  0.74
2 Cu 0.97 -2.95 -5.32  0.72
3 Ba 0.41 -5.50 -2.80  1.97
4 O -0.24 -3.01 -3.58  -0.57
5 H -0.57 -2.47 -2.84  -0.04
6 C 2.30 -2.34 3.92  -0.05
7 C 1.67 -1.98 2.58  -0.24
8 O 1.52 -3.17 1.80  -0.11
9 P 0.82 -3.12 0.42  0.36
10 O 0.81 -4.42 -0.31  -0.45
11 O -0.62 -2.57 0.65  -0.12
12 C -1.23 -1.58 -0.21  -0.24
13 C -2.60 -2.13 -0.62  -0.02
14 O 1.53 -1.96 -0.37  -0.19
15 C 2.80 -2.10 -1.01  -0.27
16 C 3.79 -1.06 -0.52  -0.04
17 H 2.43 -1.51 4.61  0.10
18 H 1.61 -3.01 4.44  0.09
19 H 3.25 -2.86 3.81  0.09
20 H 0.71 -1.57 2.93  0.12
21 H 2.23 -1.15 2.14  0.12
22 H -1.29 -0.60 0.27  0.10
23 H -0.60 -1.35 -1.07  0.06
24 H -3.31 -1.37 -0.93  0.10
25 H -2.40 -2.87 -1.41  0.05
26 H -3.00 -2.62 0.26  0.10
27 H 3.21 -3.10 -0.89  0.12
28 H 2.69 -1.94 -2.10  0.11
29 H 4.68 -0.95 -1.13  0.10
30 H 3.31 -0.08 -0.55  0.09
31 H 4.07 -1.25 0.52  0.09
32 C -1.93 1.78 3.60  -0.05
33 C -1.72 1.26 2.19  -0.26
34 O -1.79 2.39 1.28  -0.16
35 P -0.66 2.59 0.21  0.32
36 O 0.70 2.50 0.74  -0.21
37 O -1.04 3.89 -0.52  -0.15
38 C -1.32 5.14 0.15  -0.24
39 C -1.24 6.30 -0.80  -0.07
40 O -0.94 1.45 -0.87  -0.20
41 C 0.10 1.08 -1.78  -0.24
42 C -0.55 0.43 -2.99  -0.05
43 H -2.19 0.95 4.25  0.08
44 H -1.00 2.23 3.95  0.09
45 H -2.75 2.49 3.63  0.09
46 H -0.75 0.77 2.08  0.10
47 H -2.58 0.64 1.96  0.12
48 H -2.36 5.11 0.49  0.12
49 H -0.70 5.29 1.03  0.13
50 H -1.47 7.20 -0.24  0.09
51 H -0.28 6.38 -1.31  0.08
52 H -1.98 6.24 -1.60  0.08
53 H 0.55 2.01 -2.13  0.13
54 H 0.83 0.46 -1.26  0.11
55 H -1.43 0.96 -3.32  0.10
56 H 0.19 0.55 -3.80  0.09
57 H -0.75 -0.64 -2.89  0.01



The following is a quantum chemistry calculation of a 2-piece molecular cluster, C5H11Cl2N4 overall in a non-equilibrium geometry, from the OMol25 dataset.

## Properties
**Maximum force**: 0.02217 hartree/bohr
**Total charge**: +1
**LUMO level**: -3.473 eV
**Total energy**: -36361.99411 eV

Last column: natural (NBO) charge in e.
Element x y z (Å)
1 C -0.45 0.52 1.19  -0.61
2 C 0.10 -0.83 0.69  -0.47
3 C 1.04 -0.70 -0.43  0.47
4 N 2.36 -0.61 -0.26  -0.43
5 C 2.89 -0.52 -1.48  0.57
6 N 4.23 -0.41 -1.74  -0.87
7 N 1.91 -0.53 -2.41  -0.32
8 N 0.75 -0.66 -1.74  -0.32
9 H -0.47 0.48 2.27  0.24
10 H 0.17 1.36 0.92  0.22
11 H -1.47 0.65 0.86  0.23
12 H -0.72 -1.49 0.42  0.24
13 H 0.65 -1.33 1.48  0.27
14 H 4.80 -1.21 -1.94  0.43
15 H 4.67 0.48 -1.63  0.43
16 H 2.02 -0.50 -3.41  0.46
17 H -0.16 -0.72 -2.16  0.46
18 C -4.58 1.30 1.85  -0.39
19 Cl -3.60 1.35 3.32  -0.01
20 Cl -3.97 0.09 0.70  -0.05
21 H -5.60 1.03 2.12  0.23
22 H -4.55 2.27 1.38  0.23



The following is a quantum chemistry calculation of one molecule with the formula C2H3NO2S in a non-equilibrium geometry, from the OMol25 dataset.

## Properties
**Maximum force**: 0.02941 hartree/bohr
**Total charge**: 0
**LUMO level**: 0.441 eV
**Total energy**: -18540.89877 eV
**Structure (SMILES)**: O=CONC=S
**ΔE to the lowest compared entry with this formula, charge and spin**: 2.554 eV

Last column: natural (NBO) charge in e.
Element x y z (Å)
1 O 2.24 0.18 -0.29  -0.56
2 C 1.61 -0.80 -0.03  0.64
3 O 0.26 -0.81 0.26  -0.34
4 N -0.27 0.47 0.29  -0.31
5 C -1.60 0.59 0.02  -0.13
6 S -2.73 -0.55 -0.13  -0.07
7 H 1.94 -1.85 -0.01  0.15
8 H 0.43 1.12 0.01  0.41
9 H -1.88 1.64 -0.11  0.21



The following is a quantum chemistry calculation of one molecule with the formula C3H5NO3 in a non-equilibrium geometry, from the OMol25 dataset.

## Properties
**Maximum force**: 0.12444 hartree/bohr
**Total charge**: 0
**LUMO level**: 0.500 eV
**Total energy**: -10823.89934 eV
**Structure (SMILES)**: [H]/N=C(/C)OC(=O)O
**ΔE to the lowest compared entry with this formula, charge and spin**: 1.788 eV

Last column: natural (NBO) charge in e.
Element x y z (Å)
1 H -0.48 -1.92 -0.60  0.42
2 N -0.32 -1.69 0.45  -0.63
3 C -0.03 -0.53 0.69  0.55
4 C 0.10 0.19 1.86  -0.70
5 O 0.07 0.48 -0.47  -0.64
6 C 0.09 0.13 -1.84  1.00
7 O -0.09 -0.99 -2.23  -0.61
8 O 0.12 1.20 -2.60  -0.64
9 H -0.12 -0.46 2.84  0.25
10 H -0.61 1.06 1.92  0.25
11 H 1.02 0.60 2.07  0.24
12 H 0.25 1.93 -2.08  0.50



Q: Look up the maximum force of the sixth one.
A: 0.12444 hartree/bohr



Q: total charge of number 5 (C2H3NO2S)?
A: 0



Q: Look up the total charge of the sixth one.
A: 0



Q: total charge of number 6 (C3H5NO3)?
A: 0